# C5H11NO3S

C5H11NO3S in the gas phase at a distorted geometry (the ωB97M-V functional and the def2-TZVPD basis, the OMol25 dataset).

ΔE to the lowest compared entry with this formula, charge and spin = 569.8 kJ/mol
LUMO level (spin up / spin down) = -0.3 / -0.3 eV
Kohn-Sham gap (spin up / spin down) = 8.31 / 8.31 eV
SMILES = CC(C)(C=O)[S@](C)(=O)=NO
HOMO level (spin up / spin down) = -8.561 / -8.561 eV

```
! RIJCOSX wB97M-V def2-TZVPD def2/J DEFGRID3
* xyz 0 1
C 1.570 0.749 -0.910
C 1.216 -0.083 1.541
C -0.134 1.942 0.698
C 0.041 -1.951 -1.345
C 0.701 0.667 0.295
N -1.865 -1.107 0.425
O 2.397 -0.128 -1.115
O -1.429 0.301 -1.655
O -2.933 -0.254 0.639
S -0.780 -0.467 -0.617
H 1.260 1.542 -1.539
H 0.472 -0.868 1.595
H 1.314 0.663 2.296
H 2.151 -0.489 1.231
H -0.991 1.498 1.015
H -0.141 2.469 -0.164
H 0.462 2.503 1.420
H -0.485 -1.907 -2.277
H 1.008 -1.753 -1.223
H -0.102 -2.721 -0.560
H -3.730 -0.606 0.247
*
```